# 1
Entry from OMol25: a gas-phase ion, C8H20ClNO2P (charge +1) (wB97M-V/def2-TZVPD).

Last column: natural (NBO) charge in e.
Geometry (Å):
C 2.409 1.732 -1.905  -0.624
C 1.891 -0.925 1.324  -0.645
C 0.236 -2.118 -0.162  -0.613
C -2.103 1.632 -0.367  -0.613
C -2.633 -0.369 1.167  -0.672
C 1.229 0.784 -1.504  -0.078
C 0.417 -1.029 0.854  -0.099
C -1.587 0.203 0.137  -0.085
N -0.212 0.258 0.659  -0.226
O -0.338 0.016 3.245  -1.032
O 0.705 1.204 -0.180  -0.398
P -0.434 1.262 2.163  1.306
Cl 1.241 2.292 2.508  -0.207
H 3.251 1.047 -1.963  0.233
H 2.171 2.074 -2.852  0.233
H 2.595 2.541 -1.143  0.249
H 2.648 -0.251 0.772  0.240
H 1.933 -0.453 2.280  0.231
H 2.337 -1.897 1.519  0.247
H 1.038 -1.898 -0.945  0.213
H -0.774 -2.015 -0.622  0.219
H 0.431 -3.074 0.417  0.258
H -2.743 2.072 0.341  0.226
H -1.206 2.237 -0.416  0.241
H -2.664 1.402 -1.288  0.239
H -2.889 0.342 2.003  0.235
H -2.484 -1.298 1.706  0.240
H -3.561 -0.668 0.678  0.264
H 1.404 -0.327 -1.488  0.187
H 0.449 0.757 -2.262  0.185
H -0.108 -1.352 1.704  0.249
H -1.557 -0.397 -0.796  0.239
H -0.821 0.125 4.152  0.556

Forces on atoms 1 to 3 (eV/Å):
-0.41 -1.73 2.94
1.03 1.49 -0.41
0.72 0.39 -1.27

Output
Strongest force on any atom: 3.6 eV/Å
ΔE to the lowest compared entry with this formula, charge and spin: 31.7 kcal/mol
Orbital gap: 10.31 eV
Charge: +1
Lowest unoccupied orbital energy: -0.118 Eh
Structure (SMILES): CCO[N+](C(C)C)(C(C)C)P(O)Cl
E_HOMO: -0.497 Eh

# 2
Entry from OMol25: a molecular structure, C8H20F8KN4O20S8 (wB97M-V/def2-TZVPD).

Last column: natural (NBO) charge in e.
Geometry (Å):
K 0.156 0.005 -0.123  0.895
N 1.973 -4.362 -1.032  -1.037
S 2.631 -3.103 -0.536  2.405
O 3.452 -3.040 0.679  -0.911
O 1.932 -1.903 -0.965  -0.936
F 3.761 -3.123 -1.690  -0.526
S 0.808 -4.390 0.184  2.349
O -0.381 -3.594 -0.033  -0.900
O 1.219 -4.488 1.587  -0.902
F 0.412 -5.937 -0.251  -0.522
N 0.839 4.341 2.125  -1.056
S 0.237 5.069 3.302  2.400
O 0.917 4.906 4.617  -0.941
O -1.199 5.225 3.381  -0.929
F 0.789 6.608 2.938  -0.543
S 0.713 2.858 2.855  2.405
O -0.594 2.462 3.275  -0.911
O 1.842 2.349 3.626  -0.905
F 0.878 2.066 1.475  -0.507
N 0.960 -1.872 -4.475  -0.994
S -0.512 -1.786 -4.258  2.378
O -1.238 -3.077 -4.258  -0.931
O -1.348 -0.671 -4.663  -0.909
F -0.358 -1.366 -2.634  -0.547
S 0.771 -1.638 -6.102  2.341
O 0.716 -0.319 -6.661  -0.882
O 0.227 -2.756 -6.891  -0.911
F 2.334 -1.955 -6.369  -0.534
N 1.860 1.263 -2.066  -1.092
S 1.182 2.453 -2.656  2.442
O 1.702 3.210 -3.760  -0.925
O 0.460 3.240 -1.659  -0.953
F 0.045 1.543 -3.326  -0.515
S 3.290 2.072 -1.645  2.352
O 3.190 3.123 -0.627  -0.878
O 4.356 2.099 -2.649  -0.896
F 3.790 0.848 -0.734  -0.513
C -2.412 -0.475 3.167  -0.250
O -1.005 -0.424 2.848  -0.539
C -0.298 -1.614 3.051  -0.087
C 1.101 -1.237 3.358  -0.080
O 1.779 -0.543 2.246  -0.551
C 3.150 -0.324 2.545  -0.266
H -2.580 -0.786 4.199  0.154
H -3.072 -1.072 2.538  0.159
H -2.800 0.529 2.999  0.203
H -0.408 -2.264 2.184  0.196
H -0.801 -2.183 3.833  0.159
H 1.630 -2.168 3.559  0.181
H 1.108 -0.655 4.279  0.179
H 3.674 0.273 1.798  0.213
H 3.822 -1.182 2.524  0.175
H 3.288 0.242 3.466  0.171
C -2.463 2.927 0.492  -0.251
O -2.178 1.811 -0.336  -0.557
C -3.341 1.068 -0.692  -0.074
C -2.971 -0.044 -1.717  -0.084
O -2.325 -0.984 -0.918  -0.560
C -3.193 -2.074 -0.489  -0.257
H -3.053 2.605 1.351  0.166
H -2.849 3.687 -0.187  0.166
H -1.490 3.350 0.740  0.228
H -4.026 1.748 -1.198  0.144
H -3.860 0.667 0.178  0.151
H -2.318 0.386 -2.476  0.238
H -3.815 -0.565 -2.171  0.165
H -4.247 -1.803 -0.420  0.151
H -2.776 -2.368 0.474  0.196
H -3.081 -2.889 -1.203  0.200

Forces on atoms 1 to 3 (eV/Å):
0.08 -0.10 -0.07
-3.38 -2.43 3.01
6.05 6.81 -1.82

Output
Strongest force on any atom: 11.1 eV/Å
Orbital gap: 7.77 eV
Charge: -3
Lowest unoccupied orbital energy: 0.184 Eh
E_HOMO: -0.101 Eh